# 1
39
Properties=species:S:1:pos:R:3:forces:R:3:mulliken_charge:R:1 method="wB97M-V/def2-TZVPD" homo_lumo_gap_ha=0.35162 smiles="CC(C)[C@H](N)C(=O)N[C@@H](Cc1ccccc1)C(=O)O" lumo_energy_ev=0.70 relative_energy_kcal_mol=80.4
C -0.872011 0.139955 2.188661 1.1873 3.0423 0.7191 0.379
C 0.294679 0.190357 1.153434 0.8091 2.2950 2.0942 -0.027
C -1.485712 -1.152608 2.056539 -0.8121 -1.9414 -0.9558 0.450
C -2.480753 -1.412574 3.166266 -1.5769 -1.7907 -0.4903 -1.525
C -1.913560 -1.472400 0.550151 -3.2974 -2.5577 3.0942 0.460
C 1.703684 1.717690 -0.102303 -2.3624 0.1367 -1.9785 0.141
C 2.181611 3.150502 -0.016955 0.2929 1.6120 1.9134 0.318
C 1.457279 1.439481 -1.731381 -1.9194 2.3857 2.2447 -1.427
C 1.022553 0.121425 -2.171300 0.4539 -0.2020 1.9151 1.013
C -0.218604 -0.416071 -1.869953 -1.1831 2.2477 -1.6655 -0.297
C 2.022570 -0.677118 -2.612720 -0.0751 -2.7582 -0.6878 -0.919
C -0.579251 -1.717197 -2.178183 1.3763 0.6802 -0.5189 -0.500
C 1.634929 -1.999751 -2.922741 0.4090 -1.4776 -1.6743 -0.345
C 0.311892 -2.576439 -2.795738 1.8371 1.4286 0.4958 -0.964
H -2.078286 1.063805 0.950652 -0.1096 0.9340 0.8307 0.223
H -2.547026 1.566829 2.525818 2.5868 -1.0378 -1.6618 0.303
H -0.472203 0.300853 3.251131 -0.1367 -0.3221 -1.4909 0.442
H -0.643327 -1.789136 2.177537 0.7499 -0.9542 0.3404 0.324
H -3.268132 -0.651904 3.068201 -0.1122 -0.3751 0.3768 0.327
H -2.085644 -1.427804 4.182661 0.4213 0.5500 -0.1535 0.378
H -2.951222 -2.462759 3.115171 0.4405 1.5760 -0.3610 0.336
H -1.441962 -0.910390 -0.183241 1.1414 0.6478 -0.6929 -1.116
H -1.720277 -2.631391 0.471861 -0.5293 2.3799 -0.4582 0.305
H -3.051886 -1.255659 0.396969 1.7535 -0.6230 0.3410 0.167
H -0.028646 2.250589 0.990794 -0.6221 0.0972 0.2979 0.364
H 2.481600 1.064837 0.145799 1.1904 -0.8489 0.7473 0.454
H 2.320295 1.776087 -2.237356 1.1047 0.2487 -0.5206 0.697
H 0.657165 2.144200 -1.961724 -0.0441 0.3639 -0.1035 0.377
H -1.015002 0.391420 -1.756165 0.8083 -1.3897 0.6316 0.270
H 3.057432 -0.298618 -2.696286 -0.7034 -0.5354 -0.1734 0.367
H -1.542102 -1.968177 -1.914325 -2.0272 -0.9377 0.0869 0.672
H 2.395302 -2.598693 -3.464522 -0.4691 0.1290 0.6450 0.284
H 0.003088 -3.592103 -3.119000 0.6597 0.8579 0.2623 0.369
H 3.735470 4.128368 -0.321833 0.0519 0.0009 0.3200 0.341
N -1.673262 1.359420 1.867928 -3.0424 -0.5506 0.5830 -0.769
N 0.516412 1.454965 0.740703 2.0785 0.9899 -2.3066 -0.143
O 1.126942 -0.646438 0.921045 -0.1405 -1.8984 -0.1131 -0.665
O 1.630679 4.198239 0.297012 -0.7140 -1.8605 -0.8626 -0.619
O 3.515288 3.198211 -0.162607 0.5246 -0.5426 -1.0699 -0.442

# 2
41
Properties=species:S:1:pos:R:3:forces:R:3:mulliken_charge:R:1 method="wB97M-V/def2-TZVPD" homo_lumo_gap_ha=0.34181 smiles="CCC(=O)Nc1ccc(S(=O)(=O)NC[C@H]2CCCO2)cc1" lumo_energy_ev=0.41 relative_energy_kcal_mol=17.7
C 4.513949 4.047136 -0.869734 -0.0945 -0.1676 -0.0866 -1.274
C 3.900430 2.817197 -1.525120 0.1233 0.3226 0.2844 -0.440
C 3.036690 2.040377 -0.543544 0.1438 -0.0323 -0.5788 0.506
O 2.838727 2.384333 0.595636 -0.0188 0.1071 0.2995 -0.632
N 2.505007 0.909486 -1.111676 0.0027 -0.1956 -0.3400 -0.120
C 1.678715 -0.053848 -0.534084 -0.2028 -0.1490 0.3119 0.919
C 1.154914 -1.047053 -1.366816 -0.0646 -0.0586 0.0789 -0.935
C 0.322238 -2.020564 -0.852992 0.1523 0.0884 -0.1142 -0.810
C 0.005820 -2.003229 0.491802 -0.3602 -0.4343 0.4232 0.149
C 0.541384 -1.048912 1.331972 -0.0864 -0.1268 -0.0304 -0.652
C 1.375175 -0.067113 0.826547 0.1346 0.1016 0.0083 -0.456
H 1.793337 0.686079 1.473121 -0.0123 -0.0127 0.0116 0.527
H 0.304199 -1.087849 2.383613 -0.0131 0.0711 0.1288 0.495
S -1.050293 -3.291496 1.152036 -0.0494 -0.4439 -0.3239 1.416
O -0.441588 -4.539489 0.797794 0.0324 0.1693 -0.2949 -0.749
O -1.327201 -3.019801 2.533366 -0.0802 0.3284 -0.0759 -0.659
N -2.501667 -3.239089 0.334388 0.9170 -0.2052 0.4372 -0.288
H -2.368361 -3.188359 -0.663013 0.1219 -0.0871 -0.2006 0.315
C -3.560214 -2.392026 0.814095 -0.3403 0.5240 0.0665 -1.276
H -3.560214 -2.490975 1.900523 -0.2498 0.0635 -0.0707 0.440
C -3.414172 -0.905745 0.429113 -0.1799 0.0680 0.3072 0.462
C -2.760349 -0.027176 1.505622 -0.0182 -0.0867 -0.2646 -0.787
H -3.498617 0.356336 2.206161 -0.0125 -0.0317 0.0858 0.500
C -2.083649 1.083416 0.691668 -0.0308 -0.0328 -0.0873 -0.369
H -1.052739 1.236405 1.002865 -0.0341 0.0620 0.0223 0.092
C -2.154167 0.564998 -0.758442 0.0847 0.4197 -0.1633 -0.454
H -2.882999 1.147132 -1.340772 0.1009 -0.0429 0.0260 0.359
O -2.568104 -0.783638 -0.702971 -0.2046 -0.3224 0.0630 -0.445
H -1.191432 0.589009 -1.271028 -0.0524 0.0352 0.0011 0.197
H -2.615869 2.028807 0.783962 0.0390 0.0353 0.0102 0.353
H -2.030410 -0.618953 2.055474 -0.0443 0.0399 0.0749 0.121
H -4.407651 -0.495797 0.178257 0.0972 -0.0675 0.0518 0.538
H -4.500999 -2.788227 0.421726 0.1164 -0.0264 0.0851 0.356
H -0.075911 -2.798564 -1.484424 -0.0011 -0.0633 -0.1828 0.392
H 1.405925 -1.050223 -2.418412 0.0081 -0.0120 -0.1097 0.319
H 2.715738 0.750697 -2.087780 0.0362 0.1259 0.1872 0.210
H 3.278988 3.113252 -2.374646 0.0155 -0.1016 -0.0456 0.329
H 4.686737 2.155009 -1.896655 -0.0731 -0.0389 -0.0772 0.343
H 5.136826 3.751836 -0.029841 0.0468 0.0473 0.0707 0.315
H 5.120809 4.596849 -1.584416 0.0496 0.0512 -0.0414 0.388
H 3.730998 4.699773 -0.493374 0.0010 0.0789 0.0525 0.310

# 3
44
Properties=species:S:1:pos:R:3:forces:R:3:mulliken_charge:R:1 method="wB97M-V/def2-TZVPD" homo_lumo_gap_ha=0.33035 lumo_energy_ev=-0.09 relative_energy_kcal_mol=369.2
C -3.866325 -1.527550 -1.630967 -2.2821 -5.9411 -13.6217 -1.501
H -4.385592 -2.303074 -1.263516 -1.9210 -2.9589 1.1460 0.377
H -2.924307 -1.926435 -2.239539 -1.8919 0.0286 0.9116 0.307
H -4.445705 -1.021827 -2.484110 0.4469 -0.6691 1.1986 0.325
C -3.384875 -0.741152 -0.799057 2.4789 8.5461 14.7838 0.124
C -2.736492 -1.421664 0.481390 -0.9954 -2.3394 -1.7099 0.466
O -2.958834 -2.628305 0.841787 0.8695 4.7330 -1.0045 -0.672
N -1.790574 -0.631112 1.095808 0.9051 -3.6488 3.6460 0.065
C -1.261359 0.611705 1.092711 4.8584 -2.1182 4.8629 0.710
N -0.166999 0.815018 1.953101 -1.7052 3.7138 -1.9277 -0.560
N 0.200927 2.289298 1.837449 0.0012 -4.3491 -0.3414 -0.476
C -0.467814 2.901875 0.855708 0.4904 -7.5060 7.5938 0.750
C 0.131831 3.948573 0.371985 -4.1295 13.4782 6.9313 -0.828
H -0.696422 4.921326 0.422844 1.6279 -2.1230 -0.6383 0.209
H 0.813971 4.492939 1.089336 -0.5438 -1.4771 0.1418 0.336
C 0.736194 3.908474 -0.759388 7.3947 0.2729 -14.7365 -0.682
C 1.628381 2.520048 -0.781447 -1.6930 11.3570 1.1170 0.517
N 1.111922 1.503825 -1.178208 -2.9367 -1.2960 -2.8215 -0.565
N 2.000957 0.615236 -1.015031 0.8521 -7.8656 0.7070 0.002
C 2.915121 0.848543 -0.142953 -0.8175 -0.5913 -2.5235 0.376
N 3.829319 -0.061434 0.134076 3.2207 0.9795 2.2814 -0.045
C 3.781530 -1.354153 0.431700 3.4510 -3.5850 -1.5343 0.243
O 4.879443 -1.857354 0.788927 -2.6795 0.7262 0.1812 -0.683
C 2.604382 -2.126940 -0.024242 2.0077 -0.7182 -7.2845 0.670
C 3.015820 -3.451827 -0.782248 -3.1200 -4.5980 8.8869 -1.459
H 3.811870 -3.635177 -1.372450 2.2668 0.4063 -2.5843 0.480
H 2.132217 -4.350173 -0.828921 2.0979 3.0556 -0.4944 0.239
H 3.506085 -3.949000 0.287799 -0.7517 0.4357 -2.7509 0.229
H 2.186923 -1.700142 -0.962981 0.1181 1.2704 1.2897 0.261
C 1.659786 -2.159022 0.998603 -7.1346 7.7497 -6.3748 -1.374
H 1.373788 -0.981861 1.117935 0.5097 -2.8813 0.7569 0.157
H 1.983699 -2.625768 1.695799 3.6136 -5.2088 9.5335 0.583
H 0.757427 -2.604638 0.633982 -0.7685 -0.4226 -0.0283 0.442
H 4.668719 0.242440 0.630034 -0.0589 0.5378 -0.5060 0.244
S 3.071531 2.470878 0.053276 1.0564 2.5020 1.6388 -0.276
H 1.486417 4.999860 -1.062842 -2.1794 -3.5380 1.1994 0.229
H 0.084731 3.842018 -1.843190 1.4729 -0.0647 3.1904 0.263
S -1.698377 1.969804 0.459854 -6.4552 2.6385 -6.1356 -0.264
H -1.349535 -1.203261 1.934458 -1.0604 1.5264 -2.1635 0.337
C -4.693901 0.308802 0.106189 2.3461 -4.3631 2.4013 -1.091
H -5.187349 -0.611564 0.614218 0.0440 1.7430 -1.1354 0.349
H -4.371231 0.928325 1.029531 -0.2192 -0.5611 -2.1472 0.350
H -5.209955 0.719927 -0.705829 -0.9576 0.9416 -0.6708 0.391
H -2.777342 0.014498 -1.081576 2.1716 2.1821 -1.2645 0.447

# 4
44
Properties=species:S:1:pos:R:3:forces:R:3:mulliken_charge:R:1 method="wB97M-V/def2-TZVPD" homo_lumo_gap_ha=0.34576 smiles="Cc1cc(=O)n(C)c(=O)n1CCCCCn1cnc(C(=O)NO)n1" lumo_energy_ev=0.30 relative_energy_kcal_mol=0.0
O 4.394574 -2.053770 -4.287967 -1.8089 0.9089 -0.5088 -0.623
O -0.515741 4.283279 3.372515 0.8317 -2.0494 0.0150 -0.671
O 1.108205 0.625088 1.328197 0.5260 -0.3533 -1.7351 -0.673
N 1.149573 -1.110125 -3.843800 -0.4283 2.0554 1.2649 -0.882
N 2.845892 -0.019157 -2.751856 0.2901 -0.2886 -1.5241 -0.612
O 3.380897 -3.323532 -6.540006 -0.6157 0.8727 -0.0973 -0.427
C 3.245253 -1.707562 -4.636191 4.4100 -3.7382 -1.7704 0.201
C -0.479680 3.041901 3.235385 -1.3641 2.9513 -1.0249 0.243
C 0.230980 1.146679 1.978045 1.3548 -3.2648 0.7115 0.547
C 2.444651 -0.848315 -3.807055 -1.1502 0.5479 1.7700 0.528
C 1.701884 0.352026 -2.203108 1.5600 -1.3155 -1.1108 0.074
C -1.462630 2.204176 3.851521 1.5473 -2.6090 -0.5763 -0.692
C -1.540904 0.838416 3.578460 -0.3651 2.9321 -0.7593 1.129
N 2.697802 -2.360552 -5.766805 1.3339 1.1448 2.3699 -0.090
N 0.247460 2.461308 2.203999 0.3704 2.0961 -0.6002 0.016
N 0.717311 -0.273120 -2.858026 -3.2707 0.1854 1.5660 0.728
N -0.648888 0.241023 2.646666 -0.8447 3.2409 1.6725 0.267
C -2.784757 0.212997 4.094439 0.5702 -2.3000 0.8914 -1.213
C 1.043439 3.414023 1.287941 -0.2347 -0.4609 0.1638 -0.922
C -0.669004 -0.213577 -2.233416 0.5019 -2.4260 -0.9109 -0.913
C -0.617414 -1.171796 2.382790 0.0140 -1.7671 -0.8151 -1.182
C -0.739671 -1.136587 -0.956942 1.5750 1.2448 -0.3159 -0.108
C -1.753197 -1.546007 1.351380 -1.6869 -1.4742 0.4902 -0.638
C -1.851447 -0.812297 -0.011060 0.6726 0.8495 1.3149 -0.499
H 4.001503 -3.875387 -6.025738 -0.5690 0.8621 0.7359 0.347
H 1.611042 0.935050 -1.280156 -0.2065 -0.2094 -0.5869 0.375
H -2.095223 2.774718 4.483612 -0.7733 -0.2038 0.5046 0.384
H 1.770188 -2.125153 -6.018278 -0.7396 -0.5080 -0.7886 0.246
H -2.479575 -0.557925 4.868362 -0.5979 1.0506 -0.2294 0.281
H -3.235959 -0.449186 3.360125 -0.2748 0.3922 -0.2661 0.170
H -3.506739 0.965664 4.457134 0.5846 -0.6106 -0.0246 0.344
H 0.288559 4.076108 0.779351 0.9467 -0.5186 0.7380 0.311
H 1.724102 2.942949 0.522297 -1.2495 -0.2227 1.0367 0.318
H 1.725445 3.951627 1.956573 -0.5360 0.2799 -0.2452 0.338
H -0.856031 0.803215 -1.995798 0.0492 0.9639 0.4958 0.419
H -1.408778 -0.462055 -3.006550 0.2934 -0.2132 0.1733 0.294
H -0.682318 -1.744971 3.360865 -0.4949 0.7271 -1.1459 0.370
H 0.367828 -1.548604 1.979513 -0.8941 1.1658 0.3183 0.419
H 0.131902 -0.830425 -0.388795 0.6440 -0.2127 -0.0328 0.104
H -0.603178 -2.195934 -1.141220 -0.2888 -0.1913 -0.4947 0.316
H -2.768883 -1.607822 1.887642 1.3879 0.6500 -0.8496 0.190
H -1.673094 -2.576820 1.040491 0.5768 -0.7656 0.3709 0.527
H -1.693667 0.217504 0.305391 -0.5535 0.6198 -0.6302 0.080
H -2.761710 -0.937072 -0.559930 -1.0932 -0.0384 0.4396 0.579

# 5
41
Properties=species:S:1:pos:R:3:forces:R:3:mulliken_charge:R:1 method="wB97M-V/def2-TZVPD" homo_lumo_gap_ha="0.27795 / 0.19147" charge=+3 multiplicity=3 lumo_energy_ev="-11.98 / -14.33"
C -0.021321 0.004991 -3.179864 -0.0820 -0.1135 0.3938 -0.940
C -1.311542 -0.809222 -3.071492 0.1102 0.2680 -0.0530 -0.383
C -2.511509 -0.005405 -2.569422 0.5064 0.0711 -1.0683 -0.990
C -2.959724 -0.329376 -1.052108 -0.6913 -0.7188 1.3937 0.171
C -3.866198 -1.570445 -1.011064 0.3284 0.3153 -0.4841 -1.518
C -1.843803 -0.351131 -0.153431 0.2002 -0.2051 -0.1765 0.634
C -1.113331 -1.479297 0.226061 -0.2519 0.3314 -0.2248 -0.138
C 0.022880 -1.313623 1.163708 -0.1145 -0.2238 0.1610 -0.323
O 0.188247 -2.103216 2.051817 0.1557 -0.0879 -0.1592 -0.434
C 0.828808 -0.049415 1.013393 0.3250 -0.0598 0.2102 0.366
C 2.309227 -0.111689 1.250733 -0.3738 -1.1071 -0.7183 -0.598
C 2.868265 -0.875220 2.443602 0.3629 0.3159 0.0105 -0.672
O 3.153546 0.204943 3.334154 0.0804 0.0580 0.0828 -0.294
C 3.379884 -0.127253 4.695598 -0.4547 -0.4024 -0.1754 0.041
O 4.237187 0.388579 5.282905 0.8178 0.7537 0.4759 -0.306
C 0.132529 1.025061 0.658928 -0.3791 0.7692 -0.0320 0.979
P 0.837342 2.672832 0.402542 -0.0061 0.0027 -0.8553 0.034
N 1.917192 2.652262 -0.805423 0.2155 -1.0904 1.4266 -0.549
C -1.349052 0.934356 0.442357 -0.0934 -0.0358 0.0785 -0.451
O -2.082977 1.827543 0.754004 -0.0083 0.2240 -0.2271 -0.454
H 0.702250 -0.250588 -2.407130 0.1260 -0.0307 0.1753 0.106
H 0.465220 -0.177573 -4.129398 0.1494 -0.0480 -0.1925 0.380
H -0.215917 1.070581 -3.120945 -0.0064 0.2592 -0.0909 0.272
H -1.576416 -1.158705 -4.063801 -0.2044 -0.0902 -0.2167 0.465
H -1.145426 -1.708249 -2.489975 -0.0938 -0.2819 0.0161 0.386
H -2.336796 1.058997 -2.665793 0.0609 0.2508 0.2051 0.518
H -3.385780 -0.226508 -3.167408 -0.4295 -0.0848 0.2397 0.426
H -3.538805 0.560630 -0.769900 0.0008 0.3603 -0.3423 0.559
H -3.341453 -2.506247 -1.158800 0.0799 -0.2485 0.0196 0.412
H -4.587947 -1.473253 -1.810782 -0.2064 -0.0549 -0.1141 0.457
H -4.398608 -1.584036 -0.067460 -0.0223 -0.0787 0.2872 0.408
H -1.369716 -2.475480 -0.096237 -0.1211 -0.2700 0.0889 0.546
H 2.730299 0.868737 1.421876 -2.2243 -2.0869 1.0362 -0.445
H 2.752714 -0.492101 0.323372 -0.0071 -0.1367 -0.2091 0.801
H 3.798872 -1.354022 2.151788 0.1733 -0.1311 0.0057 0.398
H 2.217856 -1.645150 2.836491 -0.2873 0.0989 0.2500 0.488
H 2.664128 -0.848548 5.090227 -0.2021 -0.2687 -0.1223 0.395
H 1.474413 3.053029 1.624582 -0.4230 -0.0034 0.1852 0.240
H -0.210510 3.563697 0.186276 -0.2042 0.0435 0.3128 0.276
H 2.790902 2.962596 -0.424601 -1.1612 2.4858 -2.7919 0.224
Tm 3.695069 2.176916 0.860618 4.3555 1.2515 1.1992 1.511